[1]
This record from OMol25 describes one molecule with the formula C21H25FN2O2. The level of theory is the ωB97M-V functional and the def2-TZVPD basis.

Last column: Löwdin charge in e.
Geometry (Å):
C: 6.91 -3.32 1.27  -0.10
O: 6.25 -2.10 1.05  -0.10
C: 4.96 -2.13 0.58  -0.29
C: 4.35 -0.90 0.36  -0.01
C: 3.06 -0.82 -0.10  -0.02
C: 2.31 -1.98 -0.36  -0.27
C: 2.92 -3.21 -0.14  -0.03
C: 4.23 -3.29 0.33  -0.03
H: 4.66 -4.26 0.48  0.10
H: 2.39 -4.12 -0.34  0.10
N: 1.04 -1.85 -0.87  0.06
H: 0.68 -0.91 -0.91  0.12
C: 0.04 -2.89 -0.82  -0.30
C: -1.20 -2.39 -1.58  -0.09
N: -1.85 -1.32 -0.85  -0.06
C: -1.80 -0.06 -1.34  -0.45
O: -1.30 0.19 -2.42  0.06
C: -2.42 1.04 -0.48  -0.09
H: -3.48 0.82 -0.32  0.13
C: -2.26 2.40 -1.16  -0.13
C: -2.91 3.48 -0.35  -0.17
C: -4.12 4.05 -0.72  -0.03
C: -4.72 5.04 0.04  -0.09
C: -4.11 5.48 1.21  -0.09
C: -2.91 4.93 1.61  -0.01
C: -2.33 3.94 0.83  -0.23
F: -1.16 3.41 1.23  0.06
H: -2.41 5.25 2.51  0.12
H: -4.57 6.25 1.81  0.10
H: -5.66 5.47 -0.27  0.10
H: -4.60 3.72 -1.63  0.11
H: -1.19 2.61 -1.27  0.13
H: -2.70 2.35 -2.15  0.12
H: -1.92 1.06 0.50  0.12
C: -2.30 -1.72 0.47  -0.15
H: -2.84 -0.92 0.96  0.11
C: -1.09 -2.15 1.31  -0.16
C: -0.36 -3.29 0.61  -0.14
H: 0.54 -3.55 1.17  0.11
H: -1.00 -4.17 0.57  0.12
H: -1.43 -2.46 2.30  0.11
H: -0.42 -1.30 1.44  0.12
H: -2.98 -2.57 0.35  0.13
H: -0.92 -2.00 -2.56  0.13
H: -1.91 -3.22 -1.70  0.13
H: 0.43 -3.77 -1.35  0.14
H: 2.61 0.15 -0.28  0.11
H: 4.93 0.00 0.55  0.12
H: 6.40 -3.92 2.03  0.09
H: 6.99 -3.90 0.34  0.09
H: 7.90 -3.06 1.62  0.09

Summary:
SMILES string   COc1ccc(N[C@H]2CCCN(C(=O)CCc3ccccc3F)C2)cc1
2S+1   1
Relative energy (zero: lowest compared OMol25 entry of this formula, charge and spin)   0.588 eV
Total charge   0
Lowest unoccupied orbital energy   0.742 eV
Kohn-Sham gap   7.932 eV

[2]
This record from OMol25 describes C21H25IN5O2Te4Tl as an isolated structure. The level of theory is the ωB97M-V functional and the def2-TZVPD basis.

Last column: Löwdin charge in e.
Geometry (Å):
Tl: 0.30 -0.92 -0.45  -0.19
C: -4.64 2.37 -1.88  -0.05
C: -3.97 2.63 -0.56  -0.28
N: -4.23 3.75 0.08  0.08
C: -3.62 3.98 1.26  -0.15
C: -2.72 3.13 1.85  -0.16
C: -2.18 3.49 3.22  -0.23
O: -0.77 3.62 3.32  -0.10
C: -2.41 1.92 1.18  -0.08
C: -1.45 0.91 1.61  -0.10
N: -0.44 1.13 2.36  0.09
C: 0.48 0.08 2.64  -0.28
C: 1.04 0.09 3.92  -0.04
C: 1.93 -0.90 4.32  -0.12
C: 2.26 -1.93 3.44  -0.12
C: 1.72 -1.92 2.16  -0.17
C: 0.86 -0.92 1.72  -0.26
I: -1.52 -3.19 -0.11  -0.08
C: -3.05 1.62 -0.06  -0.40
O: -2.85 0.53 -0.72  -0.33
H: -5.51 3.01 -1.98  0.06
H: -4.91 1.32 -1.96  0.07
H: -3.95 2.57 -2.70  0.07
H: -3.88 4.91 1.76  0.09
H: -2.55 2.74 3.94  0.11
H: -2.61 4.45 3.50  0.10
H: -0.42 2.75 3.06  0.01
H: -1.65 -0.09 1.22  0.08
H: 0.76 0.89 4.59  0.10
H: 2.35 -0.88 5.32  0.09
H: 2.93 -2.72 3.74  0.09
H: 2.00 -2.71 1.47  0.05
Te: -0.75 0.75 -2.32  0.40
Te: 1.67 1.13 -3.55  -0.09
Te: 2.61 -1.37 -4.03  -0.14
Te: 2.51 -2.55 -1.57  0.04
C: 5.48 0.98 2.37  -0.17
C: 5.11 -0.11 1.39  -0.20
N: 3.98 0.29 0.58  0.08
C: 3.31 1.50 0.65  -0.38
N: 2.14 1.60 0.13  0.07
C: 1.49 2.91 0.07  -0.25
C: 2.09 3.94 1.02  -0.16
C: 3.59 3.88 0.93  -0.18
N: 4.02 2.54 1.25  -0.07
C: 5.39 2.31 1.64  -0.18
H: 6.48 0.81 2.77  0.10
H: 4.77 1.00 3.20  0.12
H: 4.86 -1.03 1.92  0.11
H: 5.97 -0.33 0.75  0.11
H: 3.42 -0.45 0.18  0.00
H: 0.44 2.78 0.30  0.08
H: 1.54 3.28 -0.96  0.08
H: 1.79 3.71 2.05  0.11
H: 1.71 4.94 0.78  0.11
H: 4.07 4.57 1.63  0.11
H: 3.92 4.17 -0.08  0.12
H: 5.70 3.14 2.28  0.11
H: 6.08 2.29 0.77  0.12

Summary:
2S+1   1
Relative energy (zero: lowest compared OMol25 entry of this formula, charge and spin)   0.000 eV
Total charge   -2
Lowest unoccupied orbital energy   3.918 eV
Kohn-Sham gap   5.664 eV